16
Properties=species:S:1:pos:R:3:forces:R:3:mulliken_charge:R:1 method="wB97M-V/def2-TZVPD" smiles=C[C@@H](O)CCO homo_lumo_gap_ha=0.388 e_lumo_ev=0.7597
H 0.434 -2.475 -1.496 -0.068 0.061 -0.139 0.34
C -0.451 1.182 1.206 -0.369 0.089 -0.542 -0.36
H 0.304 -0.952 -2.408 -0.048 -0.092 0.093 0.35
H -0.686 2.208 0.955 -0.163 0.597 1.068 0.34
H -1.628 0.505 -0.429 0.262 -0.131 0.126 0.32
H -0.238 -1.334 0.578 0.168 -0.190 -0.108 0.24
O 1.542 -0.546 -0.150 0.216 -0.160 0.239 -0.61
O 0.795 1.043 1.914 0.075 0.204 -0.336 -0.57
H 1.256 1.888 2.002 -0.295 -0.190 -0.187 0.30
C -0.550 0.582 -0.210 0.108 -0.046 0.079 -0.74
C 0.149 -0.753 -0.277 -0.305 -0.206 -0.046 0.43
H -0.140 1.253 -0.985 0.096 -0.152 0.367 0.36
H -1.191 0.705 1.866 0.039 0.371 -0.323 0.28
H 1.650 -0.089 0.701 0.154 -0.083 -0.241 0.41
C -0.089 -1.517 -1.556 -0.009 -0.067 -0.059 -1.43
H -1.157 -1.700 -1.712 0.139 -0.004 0.010 0.37

***

16
Properties=species:S:1:pos:R:3:forces:R:3:mulliken_charge:R:1 method="wB97M-V/def2-TZVPD" homo_lumo_gap_ha=0.341 e_lumo_ev=0.4422
O 0.035 1.945 0.626 -0.136 0.014 0.103 -0.76
H -0.544 0.877 1.105 0.076 0.097 -0.026 0.41
H -0.556 -1.654 -1.177 0.138 0.082 -0.012 0.31
H 0.777 1.759 -1.284 -0.069 -0.065 0.056 0.35
H 0.732 -0.971 -2.176 -0.014 -0.011 0.149 0.34
H -1.749 0.101 2.008 0.129 0.001 -0.081 0.40
H 1.151 -2.050 -0.820 -0.115 0.102 -0.023 0.35
C 0.465 -1.268 -1.154 -0.046 -0.032 0.053 -1.31
H -0.487 -1.110 1.791 -0.063 0.086 -0.109 0.29
H -0.932 1.258 -1.108 0.121 0.008 0.093 0.28
C 0.040 1.316 -0.592 0.000 -0.179 -0.191 -0.16
C 0.562 -0.070 -0.273 0.004 0.054 -0.187 0.40
C -1.067 -0.347 1.266 -0.114 -0.237 0.018 -1.16
H 1.485 0.885 0.936 0.095 -0.121 -0.023 0.47
H -1.717 -0.817 0.522 0.098 0.084 0.106 0.27
O 1.612 -0.013 0.503 -0.103 0.118 0.075 -0.46

***

16
Properties=species:S:1:pos:R:3:forces:R:3:mulliken_charge:R:1 method="wB97M-V/def2-TZVPD" homo_lumo_gap_ha=0.355 e_lumo_ev=0.9368
H 1.940 -0.252 1.096 -0.041 0.117 -0.104 0.25
H -1.371 2.530 0.700 -0.023 -0.122 -0.018 0.35
H 2.773 1.234 0.532 -0.090 -0.067 -0.054 0.35
C -0.442 -1.710 -1.039 0.140 -0.145 -0.349 -0.55
C 2.026 0.472 0.273 -0.033 0.043 -0.055 -0.72
O -1.148 -1.683 0.179 0.080 0.041 0.240 -0.51
H -0.276 -0.704 -1.451 -0.051 -0.090 0.022 0.23
H 2.407 -0.019 -0.630 -0.044 0.092 0.111 0.29
O -0.147 0.861 0.799 0.313 0.194 -0.296 -0.16
H -1.807 1.188 -0.404 0.037 0.029 0.123 0.29
H -2.103 1.026 1.356 0.069 0.056 -0.096 0.26
H -1.047 -2.275 -1.752 0.086 0.078 0.068 0.28
C -1.450 1.449 0.593 -0.177 0.125 0.022 -0.56
H -0.653 -1.112 0.782 -0.139 -0.138 -0.046 0.34
H 0.536 -2.207 -0.947 -0.173 0.066 0.014 0.22
C 0.762 1.202 -0.085 0.045 -0.279 0.419 -0.36

***

16
Properties=species:S:1:pos:R:3:forces:R:3:mulliken_charge:R:1 method="wB97M-V/def2-TZVPD" homo_lumo_gap_ha=0.308 e_lumo_ev=-0.1466
H -1.281 -1.826 0.154 0.080 0.100 0.023 0.41
O -1.288 1.778 0.304 -0.008 0.095 0.016 -0.80
H -0.037 1.664 -1.360 -0.134 -0.058 0.113 0.32
H -1.351 0.483 -1.375 -0.006 0.020 0.009 0.21
O 0.924 1.030 1.386 -0.074 0.024 0.214 -0.67
H 0.767 0.655 2.263 0.117 0.096 -0.151 0.30
H 0.078 1.563 1.193 -0.017 -0.023 0.016 0.36
C -0.051 -0.166 -0.281 -0.169 -0.109 -0.145 1.02
H 1.972 -0.531 -0.545 -0.103 -0.013 -0.049 0.32
H -1.437 -0.452 1.295 0.085 -0.123 -0.060 0.36
H 1.131 -0.190 -2.062 -0.018 -0.056 0.154 0.37
C 1.049 -0.719 -1.107 -0.043 0.034 -0.033 -1.33
H -0.008 -1.555 1.339 -0.094 0.050 -0.107 0.37
C -0.687 1.109 -0.641 0.383 -0.265 -0.074 -0.15
H 0.958 -1.797 -1.266 0.016 0.156 0.050 0.33
C -0.738 -1.046 0.703 -0.014 0.072 0.023 -1.42

***

16
Properties=species:S:1:pos:R:3:forces:R:3:mulliken_charge:R:1 method="wB97M-V/def2-TZVPD" smiles="CC(C)C=O.O" homo_lumo_gap_ha=0.377 e_lumo_ev=0.6486
O -3.497 -0.098 2.018 -0.186 0.165 0.464 -0.62
C 0.729 -0.429 -0.320 0.207 -0.049 0.340 0.73
H -1.238 -0.136 -1.149 -0.183 0.019 -0.108 0.34
H 1.408 -1.254 -0.095 -0.043 -0.030 0.042 0.21
H 0.845 1.093 -1.939 -0.052 0.035 0.096 0.34
H 0.026 1.348 0.720 0.104 0.044 0.041 0.34
C 1.471 0.456 -1.276 0.127 -0.011 -0.419 -0.13
C 0.540 0.411 0.952 -0.275 -0.109 -0.009 -1.36
C -0.570 -0.961 -0.916 0.501 0.340 0.280 -1.47
H 1.498 0.616 1.420 0.105 0.196 -0.078 0.37
O 2.670 0.513 -1.353 0.051 0.045 0.006 -0.48
H -0.068 -0.105 1.692 -0.145 -0.195 -0.027 0.33
H -3.134 0.551 2.631 0.297 0.074 -0.197 0.31
H -1.050 -1.601 -0.184 -0.208 -0.155 -0.025 0.36
H -0.340 -1.522 -1.817 -0.216 -0.128 -0.129 0.39
H -4.313 -0.330 2.477 -0.084 -0.239 -0.277 0.31

***

16
Properties=species:S:1:pos:R:3:forces:R:3:mulliken_charge:R:1 method="wB97M-V/def2-TZVPD" smiles=C1CCOC1.O homo_lumo_gap_ha=0.375 e_lumo_ev=0.8716
H 1.149 -1.708 1.273 -0.074 0.678 0.283 0.27
C 0.925 -0.742 0.782 2.318 -1.836 0.459 -0.63
O -1.617 2.192 0.039 0.695 2.012 0.060 -0.61
H 1.735 -0.034 1.044 -0.473 -0.320 -0.112 0.28
H -1.031 1.968 -0.719 -0.901 0.469 1.080 0.34
H 0.594 -2.124 -0.811 -0.220 0.713 -0.387 0.28
O -1.081 0.001 -0.145 -0.770 -2.447 0.494 -0.38
H -1.086 -0.705 1.833 0.440 -0.049 -0.679 0.33
H 0.259 0.949 -1.446 0.208 -0.140 0.300 0.36
H 1.849 -0.940 -1.282 -0.303 -0.034 0.619 0.30
C -0.426 -0.207 1.097 -0.735 2.036 0.097 -0.10
H -1.055 2.060 0.835 -0.786 0.373 -1.084 0.30
H -0.279 0.838 1.430 0.142 -0.565 0.944 0.03
C -0.164 -0.034 -1.164 0.385 -2.248 -1.822 -0.47
C 0.907 -1.066 -0.713 -0.060 0.820 -0.444 -0.57
H -0.679 -0.446 -2.053 0.134 0.537 0.191 0.27

***

16
Properties=species:S:1:pos:R:3:forces:R:3:mulliken_charge:R:1 method="wB97M-V/def2-TZVPD" homo_lumo_gap_ha=0.350 e_lumo_ev=0.7752
H -2.664 -1.192 -0.071 0.168 0.082 -0.020 0.30
H -2.771 0.453 -0.928 0.146 -0.128 0.051 0.31
H -0.608 0.289 0.514 -0.274 -0.163 -0.043 -0.18
C 1.409 -0.020 1.464 0.088 0.032 0.117 -1.19
H 0.782 -1.565 -0.738 0.123 0.227 0.026 0.24
C 0.728 -0.498 -0.913 0.404 0.126 0.083 -0.75
H 1.194 -1.067 1.698 0.016 0.219 -0.096 0.35
C -2.163 -0.447 -0.715 -0.086 0.097 -0.170 -0.34
H 0.678 1.943 -0.975 0.047 0.022 0.129 0.33
H 0.839 -0.161 -1.935 -0.103 -0.045 0.080 0.25
C 0.832 0.379 0.132 0.208 -0.448 -0.099 0.85
H 1.037 0.617 2.273 0.037 -0.098 -0.131 0.33
H 2.493 0.112 1.387 -0.113 -0.046 0.209 0.32
O -1.262 -0.796 -1.513 -0.550 -0.141 -0.273 -0.47
O 0.937 1.744 -0.066 0.042 0.127 -0.289 -0.51
H -1.462 0.211 0.388 -0.154 0.137 0.425 0.15

***

16
Properties=species:S:1:pos:R:3:forces:R:3:mulliken_charge:R:1 method="wB97M-V/def2-TZVPD" homo_lumo_gap_ha="0.303 / 0.304" e_lumo_ev="0.8555 / 0.8561"
H 2.336 1.209 0.859 -0.129 -0.043 -0.151 0.24
H 0.026 -0.114 -1.520 0.100 -0.075 0.096 0.45
C -1.204 0.953 0.148 -0.181 -0.167 0.296 -0.45
C 0.297 -0.717 -0.653 0.097 -0.063 -0.002 0.15
H 0.102 -2.547 0.424 -0.028 0.054 -0.130 0.32
O -1.535 1.489 -1.123 0.077 0.312 -0.015 -0.51
H 0.063 1.135 0.366 -0.080 -0.092 -0.053 0.08
O 1.308 -0.348 0.068 -0.087 -0.201 -0.133 -0.30
H -1.809 0.053 0.279 0.128 0.103 -0.002 0.27
H 0.344 -2.756 -1.327 -0.053 0.083 0.081 0.30
H 1.664 1.482 -0.828 0.003 -0.078 0.163 0.25
C 1.531 1.011 0.153 0.222 0.174 -0.045 -0.68
H -1.219 -2.203 -0.725 0.141 0.040 0.025 0.32
H -1.497 1.629 0.965 -0.112 0.007 -0.107 0.34
H -1.019 2.298 -1.228 -0.108 -0.074 -0.088 0.32
C -0.138 -2.136 -0.560 0.011 0.021 0.065 -1.10

***

16
Properties=species:S:1:pos:R:3:forces:R:3:mulliken_charge:R:1 method="wB97M-V/def2-TZVPD" smiles="[H][H].C=COC.C=O" homo_lumo_gap_ha=0.370 e_lumo_ev=1.0074
C -2.016 0.776 0.768 0.103 0.174 0.189 -0.06
C -0.781 -1.843 -0.301 0.129 0.056 -0.059 -0.84
H 1.471 1.371 -0.422 0.010 -0.113 -0.134 0.28
H 1.097 -1.080 0.335 -0.137 -0.008 -0.105 0.29
O 0.436 -0.151 -1.394 -0.130 -0.114 0.022 -0.35
H -0.857 -2.565 0.504 0.071 0.139 -0.108 0.26
O -1.390 1.440 1.557 -0.321 -0.255 -0.377 -0.44
C 1.570 0.694 -1.278 0.216 0.198 -0.009 -0.65
H -2.766 0.030 1.097 0.093 0.103 0.010 0.27
H 0.792 1.049 2.079 0.122 -0.013 0.039 -0.28
C 0.286 -1.051 -0.394 -0.105 -0.221 0.149 0.13
H 1.619 1.275 -2.200 -0.002 -0.074 0.149 0.25
H -1.577 -1.801 -1.038 0.110 0.001 0.075 0.32
H -1.886 0.879 -0.326 0.024 0.045 0.154 0.22
H 1.507 0.869 2.189 -0.024 0.010 0.017 0.28
H 2.493 0.107 -1.177 -0.158 0.071 -0.010 0.32

***

16
Properties=species:S:1:pos:R:3:forces:R:3:mulliken_charge:R:1 method="wB97M-V/def2-TZVPD" homo_lumo_gap_ha=0.307 e_lumo_ev=-0.1712
H 1.752 1.413 -0.697 -0.109 -0.035 0.118 0.37
C 1.214 1.177 0.227 0.008 -0.026 -0.052 -1.34
H -0.744 -1.595 0.920 0.098 0.074 0.096 0.37
H 0.310 0.268 -2.063 -0.057 -0.155 0.077 0.32
H 0.918 -1.341 1.545 -0.082 0.070 -0.058 0.41
H -2.339 0.480 0.706 0.073 0.153 -0.143 0.30
C -0.005 -0.847 1.213 -0.061 -0.022 -0.055 -1.43
H 1.041 -1.102 -1.221 -0.028 -0.006 -0.035 0.22
H -0.359 -0.239 2.050 0.077 -0.084 -0.104 0.37
O -1.061 -1.190 -1.479 -0.065 -0.001 -0.058 -0.80
C 0.318 0.010 0.043 0.182 -0.140 0.006 1.04
C 0.040 -0.507 -1.307 0.188 0.371 0.238 -0.16
H -1.829 0.012 -0.697 0.007 -0.039 0.015 0.37
H 1.914 1.047 1.058 -0.138 0.014 -0.101 0.33
O -1.806 0.792 -0.038 -0.147 -0.093 0.084 -0.67
H 0.561 2.027 0.457 0.055 -0.080 -0.027 0.32

***

16
Properties=species:S:1:pos:R:3:forces:R:3:mulliken_charge:R:1 method="wB97M-V/def2-TZVPD" homo_lumo_gap_ha="0.425 / 0.169" total_charge=+1 s_squared=0.755 e_lumo_ev="-3.5787 / -10.1191" spin_multiplicity=2
H 0.195 2.968 0.452 -0.128 0.006 0.285 0.43
C -0.663 1.212 0.604 -0.519 0.329 -0.592 -0.27
H -1.532 0.791 0.095 -0.099 -0.133 0.293 0.40
H -0.044 -1.317 1.346 0.165 -0.007 -0.141 0.33
H 1.067 0.742 -0.599 -0.339 0.279 -0.055 0.50
H 1.410 0.842 1.130 -0.051 -0.026 0.109 0.48
C 0.682 0.485 0.401 1.186 -0.268 0.019 -0.76
C -0.148 -1.604 -0.814 -0.344 0.092 -0.042 -0.54
O 0.041 -0.785 -1.957 0.115 0.024 0.214 -0.50
C 0.518 -1.011 0.451 -0.774 -0.416 0.290 -0.49
H -0.798 1.091 1.714 0.050 -0.081 0.117 0.33
O -0.675 2.535 0.319 0.253 0.076 -0.267 -0.25
H -0.640 -0.107 -2.001 -0.088 -0.052 -0.161 0.35
H 1.500 -1.470 0.563 0.263 0.186 -0.074 0.33
H 0.301 -2.556 -1.056 0.184 -0.222 0.022 0.36
H -1.214 -1.816 -0.648 0.127 0.212 -0.016 0.32

***

18
Properties=species:S:1:pos:R:3:forces:R:3:mulliken_charge:R:1 method="wB97M-V/def2-TZVPD" homo_lumo_gap_ha="0.235 / 0.225" total_charge=-1 e_lumo_ev="3.4537 / 3.3176"
O -3.763 -0.746 0.077 1.161 0.462 0.052 -0.64
H -1.660 2.353 -0.215 1.412 -0.592 1.189 0.36
H 1.459 -3.109 -0.710 1.225 -0.145 -0.809 0.33
C -0.767 2.003 0.432 -0.888 -0.281 0.706 -0.56
C 1.591 -1.101 0.310 -1.644 -3.030 -0.188 -0.85
H 1.005 2.767 -0.697 -0.383 0.853 0.296 0.40
O -2.317 0.507 -1.499 0.126 0.673 -0.195 -0.60
S -2.368 -0.544 -0.462 -0.838 -1.413 0.134 0.43
H -0.536 2.575 1.359 -0.639 0.449 -0.796 0.39
H 0.613 1.231 -1.227 -1.188 0.518 1.160 0.30
H 0.022 -2.451 -0.254 0.634 0.080 0.634 0.08
H 2.315 -0.894 1.015 1.308 0.541 1.404 0.37
C 0.519 1.881 -0.288 2.862 -0.847 -2.623 -1.24
P -0.987 0.325 1.240 -0.743 -0.042 -0.253 -0.12
H 1.069 -3.233 0.972 0.209 1.072 -0.483 0.26
H 1.317 1.412 0.309 -0.432 0.417 0.318 0.37
H 1.399 -0.453 -0.466 -0.094 1.195 -1.409 0.39
C 1.090 -2.520 0.101 -2.089 0.088 0.861 -0.67

***

17
Properties=species:S:1:pos:R:3:forces:R:3:mulliken_charge:R:1 method="wB97M-V/def2-TZVPD" smiles="O=CCCCS.O" homo_lumo_gap_ha=0.364 e_lumo_ev=0.6192
H -1.484 -1.904 -0.604 0.768 -0.029 0.511 0.38
H -0.258 0.850 -0.110 -1.174 1.157 1.013 0.31
H 5.594 4.050 -3.110 0.865 -0.659 1.432 0.33
H 0.426 1.064 1.545 0.277 -0.766 -0.627 0.34
C -0.207 0.411 0.908 -0.415 -0.842 -1.365 -0.70
C 0.449 -0.924 0.309 -3.712 0.580 2.247 -0.69
H -1.118 -0.266 2.765 -0.780 0.647 -1.342 0.27
O 6.322 3.836 -2.467 -0.918 -0.309 0.184 -0.66
S -2.896 -0.826 1.231 0.416 0.603 0.707 -0.25
H 5.993 3.300 -1.693 0.054 0.967 -1.618 0.33
H 0.653 -1.489 1.171 0.235 -1.649 0.809 0.40
C -1.497 0.242 1.805 1.063 1.455 0.594 -0.43
H -1.781 1.353 2.123 0.054 -2.480 -0.692 0.30
H 1.309 -0.667 -0.149 2.948 0.791 -1.561 0.36
H -3.064 -0.358 -0.009 0.083 0.284 -0.021 0.14
O -0.042 -1.557 -1.930 -0.427 -0.042 1.641 -0.50
C -0.442 -1.553 -0.765 0.661 0.293 -1.914 0.07

***

17
Properties=species:S:1:pos:R:3:forces:R:3:mulliken_charge:R:1 method="wB97M-V/def2-TZVPD" homo_lumo_gap_ha=0.254 total_charge=-2 e_lumo_ev=7.0436
H -1.681 0.452 1.449 -0.481 -0.588 -0.571 0.15
H 0.838 -0.495 2.736 -0.151 0.263 -0.328 0.18
O 0.588 -0.075 -4.375 0.214 0.239 -0.001 -1.13
C 0.269 -0.165 -1.067 1.179 1.164 1.188 -0.50
H -0.757 -0.335 -1.404 0.010 -0.189 -0.557 0.27
C -0.244 -0.131 2.758 1.021 0.558 -0.120 -0.53
O -0.955 -0.804 3.641 -0.675 -0.147 0.440 -0.87
H 0.812 -1.104 -0.900 -0.559 -0.460 0.226 0.22
H -0.127 1.033 2.984 -0.046 -0.990 -0.229 0.09
H -0.177 1.609 0.059 -0.521 -0.382 0.040 0.29
C 0.114 0.572 0.304 0.858 0.127 -1.372 -0.39
H 1.108 0.769 0.731 0.107 -0.550 0.058 0.19
H -1.015 -1.195 1.038 -0.034 0.157 -0.243 0.34
H 0.036 -0.856 -4.391 -0.204 -0.290 0.008 0.16
C -0.783 -0.152 1.272 -0.065 0.987 1.784 -0.40
H 0.886 0.284 -2.904 0.098 0.189 -0.064 0.48
O 1.089 0.593 -1.930 -0.749 -0.087 -0.260 -0.55

***

17
Properties=species:S:1:pos:R:3:forces:R:3:mulliken_charge:R:1 method="wB97M-V/def2-TZVPD" smiles="CCC(=O)O.CO" homo_lumo_gap_ha=0.395 e_lumo_ev=0.6290
H 2.518 1.954 -0.073 0.128 0.175 -0.110 0.28
O 0.144 -0.409 2.080 0.385 0.335 -0.028 -0.46
H -2.681 -1.166 -0.746 0.110 -0.025 0.152 0.36
O 0.609 1.325 -0.518 0.130 -1.579 -0.347 -0.42
C -1.732 -0.703 -0.463 -0.197 0.270 -0.377 -0.89
H -0.522 -2.496 -0.416 0.231 0.354 0.107 0.26
C 0.409 -1.054 0.928 -0.259 -1.473 -0.689 0.68
H 0.963 0.397 -0.669 -0.401 1.842 0.222 0.28
O 1.537 -1.243 0.511 -1.161 0.681 0.835 -0.59
H -1.262 -0.366 -1.393 -0.075 0.172 0.278 0.28
H -1.949 0.168 0.164 0.015 -0.020 -0.233 0.27
H -0.803 -0.222 2.217 0.481 -0.318 -0.358 0.35
H 1.340 3.237 -0.453 -0.049 -0.176 0.015 0.21
C 1.677 2.231 -0.714 0.078 -0.160 -0.019 -0.64
H 1.973 2.223 -1.765 0.243 0.149 0.017 0.27
C -0.833 -1.688 0.255 0.365 -0.317 0.478 -0.58
H -1.389 -2.187 1.056 -0.022 0.090 0.054 0.36

***

17
Properties=species:S:1:pos:R:3:forces:R:3:mulliken_charge:R:1 method="wB97M-V/def2-TZVPD" smiles=OC[C@H]1CO1.CO homo_lumo_gap_ha=0.400 e_lumo_ev=0.9099
O 1.850 -0.080 0.951 0.629 -0.147 0.374 -0.50
C -2.480 -0.696 -0.139 -0.062 -0.363 0.137 -0.62
H -2.735 -1.603 -0.697 -0.222 0.096 0.164 0.31
H 0.818 -0.601 -1.185 0.042 0.517 0.443 0.28
O -0.445 0.613 0.180 0.164 0.115 -0.189 -0.61
C 2.915 0.631 0.359 0.267 0.112 0.028 -0.58
H 1.038 0.450 0.989 0.279 0.008 -0.257 0.37
C -0.163 -0.160 -1.019 -0.059 0.001 -0.451 -0.44
H -0.552 -1.439 0.710 -0.133 0.135 -0.136 0.46
H 2.921 1.702 0.601 -0.123 -0.172 0.044 0.25
H -2.499 1.189 -0.479 -0.161 -0.214 -0.218 0.32
O -2.902 0.409 -0.896 -0.039 0.322 0.171 -0.53
H -0.635 0.293 -1.880 -0.108 -0.188 -0.106 0.28
H 3.836 0.200 0.751 0.078 0.055 -0.027 0.24
H 2.965 0.544 -0.741 -0.278 -0.075 0.211 0.24
H -2.956 -0.719 0.849 -0.135 -0.062 -0.101 0.27
C -0.992 -0.696 0.041 -0.140 -0.140 -0.086 0.27

***

In the order shown, the computed relative energy (zero: lowest compared OMol25 entry of this formula, charge and spin) values come out to 19.85 87.04 85.73 74.37 17.92 51.54 107.49 121.63 78.19 74.45 61.14 154.10 57.09 8.46 21.08 62.76 kcal per mole.